# 1
C4H8N2O2 | ωB97M-V/def2-TZVPD

Structure (XYZ):
```
16
Properties=species:S:1:pos:R:3:lowdin_charge:R:1
C 0.6065 -0.1388 0.4559 -0.51
C -0.5956 -1.6236 1.4407 -0.14
H 2.2258 -0.3677 -0.8901 0.04
H -0.0596 1.7377 1.1033 0.14
H -1.0553 -2.1404 2.2234 0.11
O 0.4137 -0.7459 1.6991 0.07
C -1.0854 0.2577 -1.3766 -0.03
H -0.6007 0.1548 -2.3718 0.10
H -2.1197 -0.1542 -1.5103 0.10
O 1.9728 -0.9095 -0.1294 -0.07
H 1.7233 1.6998 0.7570 0.08
C 0.7812 1.3374 0.4299 0.02
H -1.2874 1.3208 -1.1690 0.08
N -0.4233 -0.5384 -0.3313 -0.16
H 0.6434 1.5513 -0.6279 0.07
N -1.1396 -1.4410 0.2969 0.11
```

The HOMO energy is -8.3 eV. The calculation puts the energy above the lowest of the compared OMol25 structures with the same formula, charge and spin at 83.9 kcal per mole. For the molar mass, the calculation gives 116.1 g/mol. Its structure (SMILES) is CN1N=CO[C@@]1(C)O. The gap between HOMO and LUMO comes out at 0.3354 Eh.

***

# 2
C4H8N2O2 | ωB97M-V/def2-TZVPD

Structure (XYZ):
```
16
Properties=species:S:1:pos:R:3:lowdin_charge:R:1
N -1.7809 0.7946 1.8079 0.13
N -0.7336 -0.5647 0.2123 0.09
H -0.4579 0.2426 -2.4998 0.08
H -1.6927 1.3624 2.6295 0.09
H -2.5909 0.1924 1.8098 0.09
O 0.4458 0.5950 1.8505 0.06
C -0.5841 0.2518 1.3125 -0.60
C 1.7860 -0.6052 0.0765 -0.23
H 1.3156 0.1345 -2.4559 0.09
H 0.2759 1.3114 -1.4414 0.10
C 0.4597 -0.7066 -0.7601 -0.29
H 0.3022 -1.7302 -1.1208 0.14
H 1.8438 -1.2440 0.9671 0.13
H -1.6194 -0.5139 -0.2630 0.12
C 0.4140 0.2965 -1.8506 -0.07
O 2.6164 0.1834 -0.2743 0.06
```

The HOMO energy is -9.7 eV. The calculation puts the energy above the lowest of the compared OMol25 structures with the same formula, charge and spin at 25.6 kcal per mole. For the molar mass, the calculation gives 116.1 g/mol. Its structure (SMILES) is C[C@@H](C=O)NC(N)=O. The gap between HOMO and LUMO comes out at 0.3828 Eh.

***

# 3
C4H8N2O2 | ωB97M-V/def2-TZVPD

Structure (XYZ):
```
16
Properties=species:S:1:pos:R:3:lowdin_charge:R:1
H -0.7783 0.5092 0.5911 0.10
N 0.9474 1.7070 -1.4594 0.17
H 1.2653 1.7515 -2.4121 0.08
C -0.1473 -0.3599 0.3637 -0.14
H 0.0283 -1.9155 -1.1248 0.04
C 1.0083 -0.4018 0.9798 -0.46
O 1.3770 0.6676 1.9032 0.02
C -0.6934 -1.4530 -0.5371 -0.07
O 1.9862 -1.2195 0.5964 0.07
N -0.4255 3.2780 -0.2883 0.14
H 2.2493 0.8641 1.5949 0.07
H -1.5513 -1.1666 -1.1944 0.09
H -0.9624 -2.1371 0.2820 0.08
H 2.5787 -1.5487 1.3026 0.14
H -1.4470 3.2377 -0.0053 0.11
C 0.2173 2.4983 -0.9522 -0.44
```

The HOMO energy is -8.2 eV. The calculation puts the energy above the lowest of the compared OMol25 structures with the same formula, charge and spin at 78.1 kcal per mole. For the molar mass, the calculation gives 116.1 g/mol. Its structure (SMILES) is CC=C(O)O.N=C=N. The gap between HOMO and LUMO comes out at 0.3265 Eh.

***

# 4
C4H8N2O2 | ωB97M-V/def2-TZVPD

Structure (XYZ):
```
16
Properties=species:S:1:pos:R:3:lowdin_charge:R:1
H 2.3217 1.5152 -0.4275 0.07
N -1.3158 0.7997 0.3836 -0.02
H 1.8482 -1.6729 0.7910 0.13
C 0.8579 -1.3361 0.3423 -0.21
O -3.3672 -0.0687 -0.0296 -0.06
C 0.9189 0.1240 0.1365 -0.29
H 2.6378 1.0291 1.2834 0.08
C 2.3262 0.7119 0.2893 -0.05
O 0.0993 -2.2433 -0.0072 0.01
N -0.0231 0.9949 0.2487 0.08
H -1.6799 -1.2372 0.1371 0.10
H 2.9813 0.0275 -0.1461 0.04
C -2.1480 -0.3590 0.5299 -0.28
H -3.8003 0.8413 0.2406 0.16
H -2.3119 -0.4694 1.6186 0.13
H -1.6969 1.5472 0.8471 0.10
```

The HOMO energy is -8.9 eV. The calculation puts the energy above the lowest of the compared OMol25 structures with the same formula, charge and spin at 99.4 kcal per mole. For the molar mass, the calculation gives 116.1 g/mol. Its structure (SMILES) is C/C(C=O)=N/NCO. The gap between HOMO and LUMO comes out at 0.3315 Eh.

***

# 5
C4H8N2O2 | ωB97M-V/def2-TZVPD

Structure (XYZ):
```
16
Properties=species:S:1:pos:R:3:lowdin_charge:R:1
H -4.5914 0.5090 -0.3044 0.02
H 2.4528 -1.8355 -0.5131 0.14
H 1.4896 -0.7699 -1.4857 0.05
C 2.2626 0.1001 0.3261 -0.23
N -1.4767 -0.1435 0.0192 -0.03
O -0.1782 0.4203 0.0830 -0.08
O 2.7865 1.3227 -0.5002 -0.11
H 2.0144 1.9592 0.0225 0.18
C 0.8713 -0.3882 0.4312 -0.34
C 1.7349 -0.9530 -0.5760 -0.08
C -2.8033 0.3243 0.3267 -0.27
N -3.6736 0.2454 -0.6346 0.03
H 0.9046 -1.2308 1.1918 0.17
H -3.1287 1.1868 1.2711 0.19
H 2.7584 -0.1241 1.3216 0.16
H -1.4230 -0.6229 -0.9792 0.19
```

The HOMO energy is -9.3 eV. The calculation puts the energy above the lowest of the compared OMol25 structures with the same formula, charge and spin at 211.4 kcal per mole. For the molar mass, the calculation gives 116.1 g/mol. Its structure (SMILES) is [H]/N=C/NO[C@H]1C[C@H]1O. The gap between HOMO and LUMO comes out at 0.3673 Eh.

***

# 6
C4H8N2O2 | ωB97M-V/def2-TZVPD

Structure (XYZ):
```
16
Properties=species:S:1:pos:R:3:lowdin_charge:R:1
O -2.1109 -1.7058 0.1297 0.01
H 1.4395 2.8797 0.2366 0.08
H 1.3676 0.5427 -0.7733 0.10
O 1.5061 -1.7797 -0.2993 -0.01
H 1.2811 0.7149 1.0215 0.11
C -0.7080 0.2609 0.0258 -0.25
H 0.0789 -3.0695 0.3901 0.13
N -1.7411 1.0325 -0.1015 0.11
H 0.2035 2.5620 -1.0059 0.08
H -1.5043 1.9652 0.2800 0.05
N 0.6208 2.3733 -0.0922 -0.04
H 2.0258 -2.5989 -0.2234 0.12
C -0.8217 -1.1918 0.0247 -0.28
H -2.6772 -0.9041 0.1785 0.09
C 0.2367 -2.0238 0.1414 -0.10
C 0.8033 0.9424 0.0675 -0.19
```

The HOMO energy is -8.2 eV. The calculation puts the energy above the lowest of the compared OMol25 structures with the same formula, charge and spin at 69.8 kcal per mole. For the molar mass, the calculation gives 116.1 g/mol. Its structure (SMILES) is [H]/N=C(CN)/C(O)=C\O. The gap between HOMO and LUMO comes out at 0.3224 Eh.

***

# 7
C4H8N2O2S | ωB97M-V/def2-TZVPD

Structure (XYZ):
```
17
Properties=species:S:1:pos:R:3:lowdin_charge:R:1
S 2.9348 0.5313 0.3680 0.88
H -0.1851 -1.6971 1.7084 0.10
N -3.8361 1.5749 0.9447 0.02
H -0.6542 1.8194 0.4297 0.04
H -0.9623 0.6342 1.6417 0.05
H 0.1590 0.9060 -1.7031 0.08
C -0.3142 -0.2498 -0.0418 -0.49
O 3.5224 1.8416 0.3675 -0.41
H -0.5043 -0.7387 -2.1718 0.09
H -1.0328 -2.3085 0.0809 0.11
N -4.5097 1.8701 0.1557 0.02
C 0.1652 -0.1841 -1.4740 -0.11
H 0.8871 -1.9983 0.1072 0.08
H 1.2268 -0.6114 -1.5610 0.07
C -0.6105 0.8187 0.6462 -0.02
C -0.1395 -1.6883 0.5324 -0.08
O 3.8534 -0.5201 -0.0307 -0.42
```

The HOMO energy is -9.8 eV. The calculation puts the energy above the lowest of the compared OMol25 structures with the same formula, charge and spin at 25.0 kcal per mole. For the molar mass, the calculation gives 148.2 g/mol. The gap between HOMO and LUMO comes out at 0.3196 Eh.

***

# 8
C4H8N2O2S | ωB97M-V/def2-TZVPD

Structure (XYZ):
```
17
Properties=species:S:1:pos:R:3:lowdin_charge:R:1
C 0.4863 -0.1908 -0.0754 -0.26
N -0.1047 -2.5270 0.2071 0.08
N -2.2100 -0.9686 -0.3038 -0.09
H 2.3326 0.3488 0.1564 0.10
H 0.0911 -3.5062 0.1887 0.06
O -1.4398 1.3675 -1.0836 -0.32
O -1.5691 0.8773 1.3011 -0.30
H -2.1829 -1.1575 -1.3030 0.08
H -1.9046 -1.7045 0.3695 0.06
S -1.3034 0.3839 -0.0214 0.61
H 0.0710 2.3687 0.6244 0.05
H 1.9076 -1.6583 -0.1294 0.15
C 0.7320 -1.6301 -0.0648 -0.22
H 0.9790 2.5053 -0.9639 0.13
C 1.0082 2.1763 0.1326 -0.09
H 1.7304 2.5494 0.8861 0.10
C 1.3763 0.7658 0.0794 -0.15
```

The HOMO energy is -9.9 eV. The calculation puts the energy above the lowest of the compared OMol25 structures with the same formula, charge and spin at 64.8 kcal per mole. For the molar mass, the calculation gives 148.2 g/mol. Its structure (SMILES) is [H]/N=C/C(=C/C)S(N)(=O)=O. The gap between HOMO and LUMO comes out at 0.3641 Eh.

***

# 9
C4H8N2O3 | ωB97M-V/def2-TZVPD

Structure (XYZ):
```
17
Properties=species:S:1:pos:R:3:lowdin_charge:R:1
H -0.1530 -1.1732 1.4719 0.10
N 1.5055 -0.1681 1.5046 -0.47
H -0.0914 1.7188 0.3011 0.18
H -0.2495 -2.0688 -0.6505 0.13
O 2.5339 0.2537 0.9189 -0.03
C 0.5802 -0.8222 0.8114 -0.16
H 0.1415 -0.5817 -2.6446 0.13
C 0.6013 -1.3406 -0.5766 -0.16
C -0.9444 1.0598 -0.0609 -0.24
H -2.2841 2.2212 0.8796 0.15
H 1.5046 -1.8820 -0.7054 0.11
N -2.1428 1.2895 0.4076 0.15
H 1.2346 0.4676 -1.7815 0.15
H -2.9565 0.6206 0.2686 0.17
O -0.8694 0.4622 -1.2175 -0.03
O 1.2339 0.2010 2.6777 -0.05
C 0.3556 -0.2579 -1.6043 -0.13
```

The HOMO energy (alpha / beta) is -7.6 / -7.6 eV. The calculation puts the energy above the lowest of the compared OMol25 structures with the same formula, charge and spin at 156.9 kcal per mole. For the molar mass, the calculation gives 132.1 g/mol. The gap between HOMO and LUMO (alpha / beta) comes out at 0.2769 / 0.2770 Eh.

***

# 10
C4H8N2O3S2 | ωB97M-V/def2-TZVPD

Structure (XYZ):
```
19
Properties=species:S:1:pos:R:3:lowdin_charge:R:1
H 1.8497 1.6937 -1.2125 0.02
N -1.5885 -0.0029 -0.6230 -0.35
C -3.0022 0.2796 -0.8365 0.02
S 1.0629 -1.1813 3.6993 0.80
C -0.8575 0.6171 0.2352 -0.18
H 1.2221 0.5018 -2.0852 0.05
H -1.1954 1.4478 0.8883 0.13
O 1.5323 0.8971 1.3636 -0.36
H -3.2023 1.2639 -0.9135 0.06
O 1.1093 -1.2494 0.4679 -0.35
S 0.8501 0.1554 0.3351 0.62
H -0.1803 -1.0595 -1.2937 0.01
C 1.8151 0.6715 -1.1946 -0.08
H 2.7724 0.2405 -1.1631 0.06
H -3.3226 -0.3279 -1.6967 0.11
H -3.4487 -0.0718 0.0951 0.11
C 2.3567 -1.4684 2.9155 -0.90
N -1.1588 -0.9397 -1.3752 0.13
O 3.3858 -1.4675 2.3938 0.11
```

The HOMO energy is -9.2 eV. The calculation puts the energy above the lowest of the compared OMol25 structures with the same formula, charge and spin at 36.9 kcal per mole. For the molar mass, the calculation gives 196.3 g/mol. The gap between HOMO and LUMO comes out at 0.3343 Eh.

***

# 11
C4H8N2OS | ωB97M-V/def2-TZVPD

Structure (XYZ):
```
16
Properties=species:S:1:pos:R:3:lowdin_charge:R:1
N -0.5090 -0.3481 -0.4353 0.05
C -1.5289 -0.2229 0.3076 -0.32
C 0.7451 -0.2385 0.2480 -0.45
H -0.3153 2.3019 -0.5577 -0.15
C 1.5266 0.9219 -0.3022 -0.57
S 0.8492 2.5289 0.0739 0.72
H 0.8616 -2.4630 0.0580 0.13
H 0.7336 -0.1937 1.3548 0.15
H -3.5496 0.0868 0.3457 0.09
O 2.7220 -1.6203 -0.0132 0.05
C 1.5115 -1.5451 0.0239 -0.21
H 2.5190 0.9210 0.1649 0.08
N -2.7965 -0.4114 -0.1196 0.08
H -2.9333 -0.4512 -1.1565 0.12
H 1.6843 0.7792 -1.3859 0.10
H -1.5202 -0.0456 1.3935 0.14
```

The HOMO energy is -9.0 eV. The calculation puts the energy above the lowest of the compared OMol25 structures with the same formula, charge and spin at 18.1 kcal per mole. For the molar mass, the calculation gives 132.2 g/mol. Its structure (SMILES) is N/C=N/[C@@H](C=O)CS. The gap between HOMO and LUMO comes out at 0.3569 Eh.

***

# 12
C4H8N2OS | ωB97M-V/def2-TZVPD

Structure (XYZ):
```
16
Properties=species:S:1:pos:R:3:lowdin_charge:R:1
C -1.1565 2.4366 1.5198 -0.47
H 1.6666 0.3914 0.3925 0.11
H -2.7115 2.4722 0.2809 0.05
H -1.2099 -0.5451 -1.2630 0.03
C 1.0526 -0.2371 1.1181 -0.10
H 0.8307 0.3800 1.9966 0.06
N -0.1561 -0.4710 0.4117 -0.34
H -3.3563 0.1141 1.4642 -0.12
N -2.0566 2.9427 0.8818 0.18
C -0.1400 -0.7637 -1.0307 -0.05
H -0.0168 -1.8578 -1.1127 0.10
O -0.3725 2.1916 2.3422 0.12
H 0.7641 -0.3142 -1.4215 0.08
H 1.5606 -1.1171 1.5627 0.10
C -1.2592 -0.0977 1.1091 -0.48
S -2.7980 -0.4096 0.3696 0.74
```

The HOMO energy is -8.3 eV. The calculation puts the energy above the lowest of the compared OMol25 structures with the same formula, charge and spin at 69.0 kcal per mole. For the molar mass, the calculation gives 132.2 g/mol. The gap between HOMO and LUMO comes out at 0.3295 Eh.

***

Q: molar mass of number 5 (C4H8N2O2)?
A: 116.1 g/mol

***

Q: molar mass of number 11 (C4H8N2OS)?
A: 132.2 g/mol